Entry 1:
Entry from the OMol25 dataset: a cluster of 7 separate species, C19H43Br12N2Si in total (the ωB97M-V functional and the def2-TZVPD basis).

Atoms and positions in Å:
Br: -1.850 -0.250 4.268
Br: 1.075 -5.117 4.233
Br: 5.556 -0.930 -4.852
Br: 3.635 -1.941 1.499
Br: 5.237 2.403 -3.325
Br: -2.192 -0.963 0.873
Br: -2.811 -1.270 -4.606
Br: -5.413 -0.053 3.322
Br: -1.990 -4.391 -2.835
Br: -4.867 -3.444 0.274
Br: -1.710 -4.948 1.849
Br: 1.281 -2.154 -1.372
Si: 1.049 2.996 0.917
N: 1.103 5.665 -1.145
N: 2.193 3.042 -1.702
C: -3.238 0.965 4.890
C: -3.613 -3.893 -3.784
C: 1.670 3.443 2.642
C: 1.897 -2.809 1.364
C: 2.330 3.625 -0.373
C: -4.651 -1.650 -0.445
C: 6.102 -0.315 -3.090
C: -3.209 -1.340 -0.748
C: 1.684 -3.460 0.022
C: -3.308 -3.106 -5.028
C: -0.671 3.789 0.707
C: 5.102 0.642 -2.506
C: -0.290 -6.443 3.832
C: -4.561 0.265 5.043
C: -0.615 -6.472 2.365
C: 2.354 5.145 -0.514
C: 0.972 3.416 -2.354
C: 0.846 1.137 0.687
C: 0.633 4.912 -2.357
H: 6.165 -1.208 -2.476
H: 0.841 3.677 3.284
H: 5.297 0.804 -1.453
H: 0.127 -7.395 4.150
H: 0.136 2.843 -1.989
H: 0.384 5.766 -0.436
H: -4.232 -3.347 -3.081
H: 0.995 5.395 -3.246
H: -3.136 -0.438 -1.349
H: 4.078 0.312 -2.634
H: 2.545 -4.024 -0.322
H: -2.889 1.330 5.852
H: 2.521 5.615 0.440
H: 7.089 0.121 -3.200
H: -4.098 -4.832 -4.036
H: 1.309 6.608 -1.451
H: 1.903 -3.552 2.158
H: 2.258 4.351 2.574
H: -0.883 4.171 -0.279
H: 0.814 -4.113 0.063
H: -5.258 0.889 5.596
H: 1.383 0.850 -0.204
H: -5.240 -1.633 -1.359
H: -1.404 3.039 0.952
H: -2.492 -3.528 -5.603
H: -4.192 -3.027 -5.656
H: -0.193 0.859 0.559
H: 1.330 0.628 1.506
H: 2.271 2.646 3.042
H: -1.208 -7.351 2.128
H: 3.002 3.271 -2.277
H: 1.080 3.135 -3.388
H: -0.439 5.005 -2.377
H: 1.153 -2.050 1.583
H: 0.268 -6.454 1.736
H: -4.471 -0.698 5.532
H: -2.697 -2.151 -1.255
H: -3.278 1.786 4.184
H: 3.310 3.365 0.001
H: -1.148 -6.201 4.448
H: 3.177 5.410 -1.158
H: -5.087 -0.968 0.276
H: -0.821 4.596 1.411

Properties
electronic energy	-871763.8301	eV
frontier orbital gap	8.57	eV
total charge	+1


Entry 2:
Entry from the OMol25 dataset: a cluster of 7 separate species, C19H43BrClF7N3O8S in total (the ωB97M-V functional and the def2-TZVPD basis).

Atoms and positions in Å:
Br: 0.416 2.392 2.338
Cl: 3.258 3.279 1.238
S: 0.011 -1.070 2.201
F: -3.254 -0.773 2.456
F: -1.398 1.120 0.234
F: -2.493 1.589 2.082
F: -1.757 -2.733 1.459
F: -3.561 -1.107 0.323
F: -3.553 1.354 0.210
F: -1.080 -1.510 -0.210
O: -7.600 0.843 -6.795
O: -6.502 -2.192 -1.471
O: -0.509 -0.288 3.267
O: 2.596 -1.775 5.932
O: 4.347 3.298 -5.437
O: 0.621 -2.303 2.591
O: 3.239 0.828 5.610
O: 1.255 -0.828 -2.959
N: 1.573 -2.057 0.073
N: 1.184 -0.129 1.309
N: 3.360 -0.619 0.492
C: 1.745 -3.971 6.535
C: 4.765 3.213 -6.802
C: 1.438 -2.495 6.377
C: 2.611 0.721 -4.277
C: -6.387 -0.652 -5.316
C: -2.708 -0.603 1.238
C: 3.124 0.849 8.043
C: 3.451 0.864 0.266
C: -2.520 0.922 0.932
C: -1.432 -1.490 1.077
C: -7.480 -1.290 -0.955
C: 1.746 1.001 2.129
C: 6.199 3.672 -6.982
C: 2.033 -0.935 0.650
C: 3.121 1.545 1.576
C: 2.509 -0.650 -3.642
C: 2.382 1.028 6.734
C: -6.990 0.140 -1.068
C: -7.497 0.377 -5.453
H: 2.556 -4.116 7.248
H: 1.991 2.041 6.650
H: 1.290 -2.878 0.580
H: 3.531 -0.162 8.119
H: 6.870 3.075 -6.365
H: -5.435 -0.225 -5.633
H: 1.539 0.330 6.673
H: 1.575 -2.117 -0.936
H: 1.137 -2.063 7.329
H: 4.091 3.810 -7.424
H: 4.659 2.169 -7.093
H: 6.312 4.714 -6.675
H: 3.569 0.855 -4.775
H: -6.291 -0.997 -4.284
H: 1.901 0.660 3.144
H: 2.857 -2.159 5.091
H: 4.421 4.216 -5.167
H: 2.465 1.019 8.894
H: 0.553 -0.725 -3.606
H: -6.060 0.273 -0.509
H: 3.292 -0.788 -2.895
H: 2.063 -4.404 5.583
H: -8.391 -1.432 -1.532
H: 2.666 1.126 -0.433
H: 3.908 1.334 2.287
H: 2.504 1.503 -3.524
H: 1.817 0.867 -5.012
H: 3.568 -0.075 5.667
H: 2.618 -1.433 -4.397
H: 0.623 -2.342 5.662
H: -6.584 -1.516 -5.954
H: -6.775 0.388 -2.108
H: 0.869 -4.518 6.886
H: -7.732 0.842 -0.685
H: 3.803 -0.777 1.399
H: 6.511 3.586 -8.023
H: -7.290 1.248 -4.833
H: 4.421 1.143 -0.105
H: -7.692 -1.544 0.089
H: 3.961 1.545 8.104
H: -5.701 -2.074 -0.955
H: -8.458 -0.046 -5.139
H: -7.794 0.088 -7.355

Properties
electronic energy	-153662.5779	eV
frontier orbital gap	6.36	eV
total charge	+1


Entry 3:
Entry from the OMol25 dataset: a structure of composition C19H43LaO2P3S (the ωB97M-V functional and the def2-TZVPD basis).

Atoms and positions in Å:
La: 1.016 0.147 -0.122
S: 4.253 -1.024 -1.507
P: 1.780 -1.951 2.010
P: 1.161 1.713 2.544
P: -2.675 -1.091 1.206
O: 2.824 -0.438 -1.173
O: -0.725 0.171 -1.430
C: 1.218 -2.395 3.697
C: -2.933 3.368 -5.589
C: -0.215 2.860 2.970
C: -3.999 0.544 -3.797
C: -3.596 1.634 -2.998
C: 1.317 -3.481 1.116
C: 5.353 0.059 -0.592
C: 4.673 -0.276 -3.090
C: 2.536 2.931 2.496
C: -1.867 -0.531 -3.381
C: 3.602 -2.200 2.191
C: -3.056 2.315 -6.414
C: -2.243 -0.811 2.915
C: -2.379 1.607 -2.334
C: -3.001 -2.805 0.798
C: -3.087 -0.498 -4.044
C: -3.901 -0.059 0.442
C: -1.606 0.433 -2.396
C: 1.473 1.008 4.223
H: 0.314 -1.824 3.955
H: -1.596 -0.594 0.433
H: 0.591 0.477 4.593
H: -2.039 2.439 -1.715
H: -4.884 -0.170 0.920
H: -2.276 2.068 -7.146
H: -3.546 0.980 0.489
H: 6.350 -0.338 -0.788
H: -3.722 3.622 -4.872
H: 1.732 1.803 4.937
H: -1.121 -1.312 -3.531
H: 2.442 3.641 3.329
H: -4.096 -2.965 0.823
H: -1.044 2.323 3.449
H: 1.607 -4.370 1.707
H: -2.075 4.043 -5.669
H: -1.305 -0.214 2.998
H: 4.696 0.809 -2.951
H: -0.609 3.311 2.052
H: 3.502 2.414 2.557
H: -4.971 0.551 -4.317
H: 3.820 -3.100 2.784
H: -4.223 2.542 -2.976
H: -3.338 -1.254 -4.787
H: 5.158 0.014 0.490
H: 2.509 3.476 1.545
H: 1.832 -3.514 0.140
H: 4.037 -1.328 2.697
H: 0.226 -3.502 0.947
H: -3.048 -0.256 3.438
H: 1.984 -2.173 4.456
H: -2.088 -1.775 3.414
H: -3.964 1.697 -6.431
H: 0.975 -3.466 3.762
H: 5.654 -0.633 -3.415
H: 2.295 0.287 4.189
H: -3.964 -0.334 -0.622
H: -2.507 -3.473 1.525
H: 5.280 1.091 -0.949
H: 0.134 3.665 3.636
H: 4.065 -2.299 1.201
H: 3.909 -0.554 -3.828
H: -2.619 -3.033 -0.211

Properties
electronic energy	-64032.3736	eV
frontier orbital gap	5.58	eV
total charge	+3


Entry 4:
Entry from the OMol25 dataset: a cluster of 2 separate species, C19H43N2O3PS2Si2 in total (the ωB97M-V functional and the def2-TZVPD basis).

Atoms and positions in Å:
S: 0.208 -2.102 1.101
S: -2.133 -0.585 -0.040
P: 3.516 -0.904 -2.481
Si: -2.047 3.570 1.841
Si: -1.083 6.021 3.284
O: 3.571 -5.517 -3.010
O: -3.776 -2.532 -2.093
O: 2.847 -7.510 -1.969
N: -1.038 -2.814 -1.361
N: -1.508 5.211 1.814
C: 2.951 -4.242 -2.631
C: 3.388 -6.375 -1.867
C: -1.311 -2.142 -2.666
C: 2.620 -3.319 -3.907
C: -3.511 -3.634 -1.191
C: 1.428 -0.703 1.136
C: -0.743 2.385 2.507
C: -2.530 6.164 4.476
C: -0.537 7.794 2.913
C: 1.755 -0.045 -0.287
C: -2.428 2.985 0.081
C: -1.063 -1.847 -0.221
C: 3.529 -2.002 -4.027
C: 1.889 -1.090 -1.498
C: -3.640 3.339 2.815
C: 0.363 5.205 4.171
C: -1.928 -3.979 -1.115
C: 3.830 -5.958 -0.367
C: -2.806 -2.454 -3.161
H: 4.952 -5.734 -0.285
H: 3.606 -6.800 0.375
H: 0.212 2.529 1.997
H: -1.535 3.034 -0.549
H: 3.204 -1.457 -4.984
H: -4.401 4.049 2.489
H: -1.341 8.362 2.439
H: 0.705 5.841 4.996
H: 4.644 -1.332 -1.679
H: 1.203 5.057 3.491
H: -2.883 -3.407 -3.804
H: -2.766 1.944 0.110
H: -0.594 2.505 3.581
H: -0.595 -2.617 -3.444
H: -1.745 -4.371 -0.041
H: -4.056 -4.585 -1.515
H: 2.841 -3.964 -4.842
H: 2.365 -1.058 1.713
H: -3.407 6.577 3.974
H: -1.061 1.345 2.348
H: -2.271 6.833 5.306
H: -2.794 5.202 4.916
H: -3.482 3.458 3.888
H: 1.017 0.807 -0.465
H: 1.832 -2.190 -1.199
H: 0.964 0.125 1.800
H: 3.701 0.481 -2.842
H: 3.241 -5.036 -0.032
H: 1.962 -4.527 -2.098
H: -3.827 -3.310 -0.145
H: 1.062 -0.819 -2.262
H: -3.219 3.586 -0.373
H: 0.085 4.244 4.607
H: -0.271 8.299 3.849
H: 0.341 7.807 2.262
H: 2.794 0.462 -0.176
H: -1.747 -4.868 -1.818
H: 4.626 -2.319 -4.213
H: 3.572 -3.673 -1.849
H: -1.050 -1.030 -2.624
H: -3.152 -1.592 -3.846
H: -4.032 2.326 2.663
H: 1.487 -3.103 -3.962

Properties
electronic energy	-76231.1260	eV
frontier orbital gap	3.24	eV


Entry 5:
Entry from the OMol25 dataset: a cluster of 3 separate species, C19H43N4O8P2S2 in total (the ωB97M-V functional and the def2-TZVPD basis).

Atoms and positions in Å:
S: -0.942 0.041 -4.841
S: -3.965 -0.651 3.860
P: 4.458 1.285 -1.527
P: 1.465 -2.631 0.137
O: 3.981 2.083 -2.962
O: -4.248 -1.677 4.824
O: -1.194 -0.150 -6.420
O: -2.917 0.316 4.062
O: -5.331 0.127 3.504
O: 0.128 -0.829 -4.425
O: 5.268 2.359 -0.490
O: -2.211 0.060 -4.166
N: 3.042 0.603 -0.684
N: -0.358 1.053 0.224
N: 3.317 0.897 1.599
N: 5.498 0.163 -1.998
C: -3.723 -1.400 2.276
C: 3.544 -0.216 3.936
C: 1.512 1.417 3.252
C: 3.005 -0.180 0.625
C: 0.089 -3.042 -1.081
C: -0.328 1.700 -4.920
C: -5.494 1.982 5.081
C: -1.809 3.081 0.122
C: 1.538 -0.763 0.530
C: -1.441 -1.470 -6.918
C: 5.500 -0.725 1.227
C: 0.659 0.188 -0.428
C: 2.861 0.674 2.824
C: 1.872 0.847 -1.255
C: 1.098 -3.654 1.680
C: -2.865 -1.916 -6.642
C: 4.229 -1.206 0.819
C: -6.097 0.685 4.577
C: -0.372 2.449 -0.301
H: -4.534 1.806 5.570
H: -0.291 2.515 -1.425
H: -1.279 -1.434 -7.996
H: 0.401 3.059 0.266
H: 5.136 -0.761 -1.728
H: 0.318 -2.598 -2.110
H: 0.503 -3.001 2.397
H: -3.696 -0.619 1.516
H: 2.075 -4.016 2.131
H: -3.074 -2.864 -7.141
H: -6.210 -0.040 5.387
H: 3.663 1.330 -3.512
H: -0.042 -4.156 -1.258
H: -2.582 2.547 -0.523
H: -4.539 -2.096 2.090
H: 1.679 1.928 4.256
H: 4.153 -2.323 0.694
H: 4.693 2.600 0.268
H: -2.772 -1.931 2.298
H: 3.993 -1.179 3.557
H: -7.095 0.883 4.180
H: 5.935 0.229 0.820
H: 1.642 1.420 -2.199
H: 0.049 -0.302 -1.263
H: -0.329 1.010 1.244
H: -6.159 2.459 5.804
H: 4.388 0.419 4.378
H: -3.579 -1.166 -6.988
H: -1.071 2.328 -5.409
H: 0.458 -4.537 1.343
H: -0.163 2.044 -3.899
H: -2.020 2.747 1.194
H: 2.795 -0.411 4.765
H: 0.610 1.702 -5.474
H: -3.034 -2.054 -5.572
H: 6.046 -1.335 2.007
H: -1.831 4.202 0.012
H: -5.314 2.672 4.254
H: 1.317 2.220 2.464
H: -0.890 -2.557 -0.755
H: 0.926 -0.720 1.499
H: -0.718 -2.180 -6.507
H: 0.674 0.660 3.264

Properties
electronic energy	-82975.0911	eV
frontier orbital gap	6.47	eV
total charge	+1


Entry 6:
Entry from the OMol25 dataset: a structure of composition C19H43OP3PdS2 (the ωB97M-V functional and the def2-TZVPD basis).

Atoms and positions in Å:
Pd: -0.342 1.318 0.356
S: 0.941 -3.285 1.628
S: 3.102 -1.755 -1.428
P: -1.451 1.079 2.419
P: 1.607 2.088 1.445
P: -1.512 2.809 -0.957
O: 0.689 -2.010 2.389
C: -1.309 4.548 -0.406
C: 2.640 0.752 2.147
C: 1.456 3.255 2.861
C: 0.269 -1.745 -1.668
C: 1.539 -2.293 -1.984
C: -2.371 2.576 2.985
C: -0.666 -3.241 -3.312
C: -0.865 2.565 -2.661
C: 0.582 -3.854 -3.578
C: -0.661 0.373 3.891
C: 0.204 -1.611 -5.703
C: -2.752 -0.186 2.202
C: 2.727 2.933 0.292
C: -0.866 -2.360 -2.243
C: -0.668 -4.018 1.360
C: 1.629 -4.476 2.799
C: -3.280 2.301 -0.945
C: 1.674 -3.420 -2.854
C: 1.284 -1.010 -5.175
H: -1.416 -3.391 -4.097
H: 1.270 -5.462 2.500
H: -0.194 -0.577 3.637
H: 1.999 -0.053 2.532
H: 1.332 -4.221 3.827
H: 0.104 1.020 4.318
H: 3.608 3.374 0.774
H: 2.668 -3.715 -3.194
H: 2.721 -4.437 2.682
H: 2.183 3.722 -0.229
H: -2.243 -1.147 2.054
H: 3.062 2.206 -0.452
H: 0.162 -0.802 -1.104
H: -1.929 -2.132 -1.985
H: 0.959 2.785 3.715
H: -0.510 -5.094 1.263
H: -2.938 3.004 2.146
H: 3.823 -2.700 -2.064
H: 0.806 -4.617 -4.373
H: 0.192 2.884 -2.671
H: 3.311 1.099 2.949
H: -1.429 3.133 -3.422
H: -3.352 0.061 1.317
H: -1.904 5.269 -0.985
H: -1.337 -3.752 2.196
H: -3.081 2.354 3.796
H: 3.238 0.318 1.342
H: -1.009 -3.588 0.414
H: 2.443 3.608 3.199
H: -0.266 -1.215 -6.602
H: -1.612 4.607 0.652
H: -3.402 -0.251 3.086
H: -0.242 4.817 -0.480
H: 2.050 -1.575 -4.615
H: -0.190 -2.576 -5.394
H: -3.649 2.351 0.092
H: -1.664 3.340 3.339
H: -3.338 1.262 -1.315
H: -3.908 2.945 -1.582
H: 1.536 0.019 -5.494
H: 0.860 4.126 2.566
H: -1.403 0.180 4.675
H: -0.913 1.484 -2.880

Properties
multiplicity	5
electronic energy	-75420.0793	eV
frontier orbital gap (spin up / spin down)	7.62 / 3.45	eV
<S²>	6.03
total charge	+4